{"formula": "C2H2BO3", "method": "ωB97M-V with the def2-TZVPD basis set", "de_lowest_ev": 2.894, "e_lumo_ha": 0.1235, "e_homo_ev": -3.20, "total_charge": -1, "homo_lumo_gap_ev": 6.6, "symbols": ["B", "C", "C", "O", "O", "O", "H", "H"], "coordinates": [[-0.327, -0.276, -0.450], [-2.329, -0.258, 0.550], [-2.844, 1.155, 0.173], [-2.756, 1.380, -1.039], [-2.870, -1.126, 1.185], [-3.129, 1.878, 1.123], [0.213, -1.347, -0.423], [-0.160, 0.875, -0.718]]}



{"formula": "C2H2BO5", "method": "ωB97M-V with the def2-TZVPD basis set", "de_lowest_ev": 0.425, "e_lumo_ha": 0.1268, "e_homo_ev": -5.36, "total_charge": -1, "homo_lumo_gap_ev": 8.8, "symbols": ["B", "C", "C", "O", "O", "O", "O", "O", "H", "H"], "coordinates": [[2.444, -0.239, 0.650], [-1.124, 0.768, -0.827], [-1.554, -0.301, 0.155], [-2.637, -0.138, 0.703], [-1.602, 1.027, -1.911], [-0.702, -1.207, 0.268], [1.487, -0.250, -0.201], [3.374, -0.176, 1.446], [0.478, -0.728, 0.098], [-0.163, 1.244, -0.383]]}



{"formula": "C2H2Br4S", "method": "ωB97M-V with the def2-TZVPD basis set", "de_lowest_ev": 3.241, "e_lumo_ha": [-0.0506, -0.0205], "e_homo_ev": [-8.41, -8.62], "homo_lumo_gap_ev": [7.0, 8.1], "symbols": ["C", "C", "S", "Br", "Br", "Br", "Br", "H", "H"], "coordinates": [[0.595, 0.964, 2.368], [-0.696, -0.775, -1.324], [0.000, -0.298, -2.848], [1.193, -0.560, 1.567], [1.179, 2.713, 1.891], [-1.518, 0.914, -0.767], [-1.819, -2.343, -1.362], [0.363, 0.966, 3.484], [0.702, -1.581, -3.009]]}



{"formula": "C2H2Br6", "method": "ωB97M-V with the def2-TZVPD basis set", "de_lowest_ev": 0.435, "e_lumo_ha": -0.0176, "e_homo_ev": -10.32, "homo_lumo_gap_ev": 9.8, "symbols": ["C", "Br", "Br", "Br", "H", "C", "Br", "Br", "Br", "H"], "coordinates": [[-2.796, -2.292, 0.368], [-4.599, -2.431, 1.280], [-1.425, -1.393, 1.485], [-3.112, -1.313, -1.277], [-2.499, -3.306, 0.102], [2.740, 2.061, -0.478], [2.645, 3.562, 0.854], [3.905, 0.665, 0.314], [3.421, 2.771, -2.137], [1.720, 1.676, -0.510]]}



{"formula": "C2H2BrCl", "method": "ωB97M-V with the def2-TZVPD basis set", "de_lowest_ev": 5.281, "e_lumo_ha": [-0.0423, -0.0326], "e_homo_ev": [-8.45, -9.84], "homo_lumo_gap_ev": [7.3, 8.9], "symbols": ["C", "C", "Cl", "Br", "H", "H"], "coordinates": [[-0.535, 1.035, -0.418], [0.376, -0.679, 0.556], [1.235, -1.661, -0.509], [-0.719, -1.558, 1.828], [-0.092, 1.962, 0.026], [-0.265, 0.901, -1.483]]}



{"formula": "C2H2BrCl3", "method": "ωB97M-V with the def2-TZVPD basis set", "de_lowest_ev": 0.916, "e_lumo_ha": 0.0076, "e_homo_ev": -10.51, "smiles": "ClCC(Cl)(Cl)Br", "homo_lumo_gap_ev": 10.7, "symbols": ["C", "C", "Cl", "Cl", "Cl", "Br", "H", "H"], "coordinates": [[0.485, 0.157, -0.040], [0.579, 1.785, -0.802], [2.065, -0.326, 0.556], [1.391, 2.749, 0.486], [1.480, 1.537, -2.262], [-1.233, 2.422, -1.021], [-0.044, -0.382, -0.758], [-0.307, 0.197, 0.864]]}



{"formula": "C2H2BrClNO2", "method": "ωB97M-V with the def2-TZVPD basis set", "de_lowest_ev": 4.290, "e_lumo_ha": [0.1158, 0.1157], "e_homo_ev": [-5.09, -4.64], "total_charge": -1, "homo_lumo_gap_ev": [8.2, 7.8], "symbols": ["C", "C", "N", "O", "O", "Cl", "Br", "H", "H"], "coordinates": [[2.395, 0.104, -1.045], [-0.706, 0.154, -0.127], [1.788, 0.767, 0.038], [1.713, -0.750, -1.620], [3.641, 0.352, -0.995], [2.173, 2.272, 0.675], [-1.929, 1.642, -0.454], [-0.183, 0.127, 0.806], [-0.018, -0.232, -0.973]]}



{"formula": "C2H2BrF2I", "method": "ωB97M-V with the def2-TZVPD basis set", "de_lowest_ev": 3.569, "e_lumo_ha": [-0.0113, 0.0022], "e_homo_ev": [-8.29, -8.09], "homo_lumo_gap_ev": [8.0, 8.2], "symbols": ["C", "C", "F", "F", "Br", "I", "H", "H"], "coordinates": [[-1.114, -0.678, -0.529], [1.049, 0.765, 0.598], [-1.519, -1.106, 0.632], [-0.692, -1.545, -1.402], [0.894, 2.495, -0.089], [2.606, -0.562, 0.254], [-1.640, 0.221, -0.932], [0.416, 0.411, 1.468]]}



{"formula": "C2H2BrF3", "method": "ωB97M-V with the def2-TZVPD basis set", "de_lowest_ev": 4.555, "e_lumo_ha": [0.0008, 0.0230], "e_homo_ev": [-8.65, -8.59], "homo_lumo_gap_ev": [8.7, 9.2], "symbols": ["C", "C", "F", "F", "F", "Br", "H", "H"], "coordinates": [[-1.305, 0.516, -0.405], [1.100, -0.710, 0.344], [-2.065, 0.217, 0.677], [-0.716, 1.705, -0.222], [1.082, -1.781, -0.500], [2.430, 0.572, 0.095], [-1.404, 0.239, -1.371], [0.879, -0.758, 1.383]]}



{"formula": "C2H2BrI", "method": "ωB97M-V with the def2-TZVPD basis set", "de_lowest_ev": 1.221, "e_lumo_ha": -0.0526, "e_homo_ev": -9.36, "smiles": "C=C(Br)I", "homo_lumo_gap_ev": 7.9, "symbols": ["C", "C", "Br", "I", "H", "H"], "coordinates": [[-0.019, -0.479, 0.215], [-0.363, -1.806, 0.243], [-0.718, -3.093, -0.975], [0.084, -2.560, 2.683], [0.506, -0.142, 1.170], [-0.107, 0.291, -0.476]]}



{"formula": "C2H2BrNO2", "method": "ωB97M-V with the def2-TZVPD basis set", "de_lowest_ev": 6.924, "e_lumo_ha": [-0.1269, -0.1269], "e_homo_ev": [-10.09, -10.09], "homo_lumo_gap_ev": [6.6, 6.6], "symbols": ["C", "C", "N", "O", "O", "Br", "H", "H"], "coordinates": [[0.140, -0.162, -0.135], [1.352, -0.341, -0.492], [2.757, -0.337, -0.062], [3.045, -1.046, 0.874], [3.500, 0.368, -0.703], [1.381, -1.724, -3.069], [-0.804, -0.606, -0.584], [0.151, 0.639, 0.558]]}



{"formula": "C2H2BrNO2", "method": "ωB97M-V with the def2-TZVPD basis set", "de_lowest_ev": 2.109, "e_lumo_ha": 0.0138, "e_homo_ev": -10.76, "smiles": "C=NOC(=O)Br", "homo_lumo_gap_ev": 11.1, "symbols": ["C", "C", "N", "O", "O", "Br", "H", "H"], "coordinates": [[0.403, 0.384, 0.386], [3.132, -1.155, 0.009], [0.876, -0.634, 0.906], [1.858, -1.390, 0.237], [3.913, -2.004, -0.257], [3.499, 0.726, 0.042], [-0.372, 0.921, 0.855], [0.924, 0.788, -0.529]]}



{"formula": "C2H2BrO2S", "method": "ωB97M-V with the def2-TZVPD basis set", "de_lowest_ev": 3.133, "e_lumo_ha": [0.1206, 0.0639], "e_homo_ev": [-2.22, -5.10], "total_charge": -1, "multiplicity": 3, "homo_lumo_gap_ev": [5.5, 6.8], "symbols": ["C", "C", "O", "O", "S", "Br", "H", "H"], "coordinates": [[-0.752, -0.244, -1.602], [-0.956, 0.201, -0.083], [0.250, -0.962, -1.738], [-1.615, 0.128, -2.373], [-0.140, -0.895, 1.017], [-2.729, 0.658, 0.372], [-0.141, 1.710, 0.226], [0.570, -1.284, -0.090]]}



{"formula": "C2H2Cl2", "method": "ωB97M-V with the def2-TZVPD basis set", "de_lowest_ev": 0.874, "e_lumo_ha": 0.0366, "e_homo_ev": -9.53, "smiles": "Cl/C=C/Cl", "homo_lumo_gap_ev": 10.5, "symbols": ["C", "C", "H", "H", "Cl", "Cl"], "coordinates": [[0.525, -0.418, 0.001], [-0.411, 0.504, 0.041], [-0.130, -1.458, 0.075], [-0.115, 1.567, -0.050], [2.165, -0.060, -0.032], [-2.034, -0.134, -0.036]]}



{"formula": "C2H2Cl2N2", "method": "ωB97M-V with the def2-TZVPD basis set", "de_lowest_ev": 3.690, "e_lumo_ha": -0.0082, "e_homo_ev": -9.29, "smiles": "ClNC#CNCl", "homo_lumo_gap_ev": 9.1, "symbols": ["C", "C", "N", "N", "Cl", "Cl", "H", "H"], "coordinates": [[-0.593, -0.210, 0.131], [0.365, 0.324, -0.393], [-1.532, -0.986, 0.650], [1.900, 0.695, -0.584], [-3.274, -0.608, 0.514], [2.614, 1.523, 0.708], [-1.379, -2.074, 0.338], [1.897, 1.336, -1.363]]}



{"formula": "C2H2Cl2O2", "method": "ωB97M-V with the def2-TZVPD basis set", "de_lowest_ev": 0.582, "e_lumo_ha": 0.0212, "e_homo_ev": -10.86, "smiles": "ClCCl.O=C=O", "homo_lumo_gap_ev": 11.4, "symbols": ["C", "C", "O", "O", "Cl", "Cl", "H", "H"], "coordinates": [[-1.878, -1.568, 0.238], [1.196, -0.171, 0.037], [-2.475, -1.725, 1.183], [-1.331, -1.363, -0.753], [0.555, -0.833, 1.522], [1.757, 1.436, 0.008], [0.522, -0.321, -0.675], [2.168, -0.839, -0.102]]}



{"formula": "C2H2Cl2O2", "method": "ωB97M-V with the def2-TZVPD basis set", "de_lowest_ev": 4.820, "e_lumo_ha": 0.0199, "e_homo_ev": -9.33, "smiles": "OOC=C(Cl)Cl", "homo_lumo_gap_ev": 9.9, "symbols": ["C", "C", "O", "O", "Cl", "Cl", "H", "H"], "coordinates": [[0.299, 0.235, -0.014], [0.424, -0.836, -0.754], [-0.742, 1.366, 1.518], [-0.207, 0.081, 1.212], [1.043, -0.663, -2.315], [-0.014, -2.510, -0.304], [0.744, 1.118, -0.384], [-1.548, 1.208, 1.041]]}



{"formula": "C2H2Cl2O3", "method": "ωB97M-V with the def2-TZVPD basis set", "de_lowest_ev": 2.186, "e_lumo_ha": [0.0170, -0.1960], "e_homo_ev": [-6.71, -11.63], "multiplicity": 3, "homo_lumo_gap_ev": [7.2, 6.3], "symbols": ["C", "C", "O", "O", "O", "Cl", "Cl", "H", "H"], "coordinates": [[-1.077, 0.170, 1.730], [1.074, -0.695, -1.107], [-1.583, 0.510, 2.683], [1.107, -0.861, 0.148], [0.174, -0.302, -1.806], [-1.674, 1.883, -0.140], [2.762, -0.948, -1.733], [0.375, -0.540, 0.686], [-1.157, 0.784, -0.462]]}



{"formula": "C2H2Cl2OS", "method": "ωB97M-V with the def2-TZVPD basis set", "de_lowest_ev": 0.928, "e_lumo_ha": -0.0137, "e_homo_ev": -9.79, "smiles": "O=C(CCl)SCl", "homo_lumo_gap_ev": 9.4, "symbols": ["C", "C", "O", "S", "Cl", "Cl", "H", "H"], "coordinates": [[0.318, -0.511, 0.152], [-1.278, 0.277, -0.099], [0.529, -1.656, 0.313], [1.592, 0.652, -0.060], [-1.176, 1.929, 0.324], [3.248, -0.552, 0.240], [-1.286, 0.339, -1.242], [-1.948, -0.478, 0.371]]}



{"formula": "C2H2Cl2P", "method": "ωB97M-V with the def2-TZVPD basis set", "e_lumo_ha": [-0.1862, -0.3786], "e_homo_ev": [-14.34, -15.40], "total_charge": 1, "multiplicity": 3, "homo_lumo_gap_ev": [9.3, 5.1], "symbols": ["C", "C", "P", "Cl", "Cl", "H", "H"], "coordinates": [[-0.911, 0.737, 0.388], [-0.604, 1.062, 1.496], [-1.110, 0.159, -1.240], [-0.737, 1.775, -2.296], [1.643, -1.982, -0.825], [1.917, -3.083, -0.078], [-0.199, 1.333, 2.554]]}